{"formula": "CH7N3O", "method": "wB97M-V/def2-TZVPD", "de_lowest_kcal_mol": 44.5, "e_homo_ha": -0.3525, "lumo_ev": 0.69, "e_tot_ha": -281.77896, "smiles": "N=C(N)N.O", "elements": ["N", "C", "N", "N", "H", "H", "H", "H", "H", "O", "H", "H"], "positions_angstrom": [[-1.051, 0.025, 0.294], [-0.157, 0.685, -0.409], [-0.259, 1.301, -1.758], [1.167, 0.484, 0.000], [-2.051, 0.071, 0.206], [-0.782, 0.641, -2.431], [0.608, 1.660, -2.079], [1.595, 1.407, 0.293], [1.312, -0.135, 0.808], [0.079, -2.417, 1.756], [-0.231, -1.664, 2.333], [-0.230, -2.058, 0.986]], "forces_ev_per_a": [[2.02, 1.61, -0.62], [-1.92, -2.59, -0.79], [-2.52, -2.13, 1.94], [1.70, 2.17, 0.85], [-0.10, 0.35, -1.18], [1.36, 1.72, 1.55], [0.70, -0.16, -0.45], [-0.38, -1.35, -0.83], [-0.84, 0.28, -0.48], [0.65, 0.26, 4.15], [0.59, -1.33, -0.34], [-1.26, 1.17, -3.81]], "lowdin_charge": [0.086, -0.515, 0.064, 0.052, 0.036, 0.123, 0.042, 0.114, 0.078, -0.065, 0.058, -0.073]}